No. 1
C27H23MgN5O2S2 as an isolated structure, computed with ωB97M-V/def2-TZVPD.

Element x y z (Å)
1 Mg 0.1329 0.1997 -2.8361
2 C 1.9177 1.9889 -3.4149
3 C 1.9995 0.8381 -4.2202
4 C 0.7937 0.7405 -4.9714
5 C -0.0185 1.8457 -4.6069
6 C 0.6748 2.6049 -3.6482
7 H 2.6811 2.3361 -2.7341
8 H 2.8288 0.1494 -4.2597
9 H 0.5241 -0.0472 -5.6604
10 H -1.0034 2.0566 -4.9977
11 H 0.3251 3.5212 -3.1953
12 O -3.8444 0.1728 -0.9688
13 C -3.7536 -1.0396 -0.3930
14 C -4.7506 -1.4082 0.5124
15 C -4.7136 -2.6362 1.1364
16 C -3.6786 -3.5326 0.8739
17 C -2.6887 -3.1758 -0.0164
18 C -2.7039 -1.9351 -0.6616
19 C -1.6123 -1.5733 -1.5908
20 O -1.6728 -0.4289 -2.2095
21 N -0.6201 -2.4164 -1.7329
22 N 0.3517 -1.9583 -2.6125
23 C 1.0310 -2.9092 -3.1322
24 S 0.6574 -4.5798 -2.7631
25 C 2.0887 -5.2445 -3.6749
26 C 2.3768 -4.3323 -4.8486
27 S 2.3609 -2.6221 -4.2366
28 H -3.0778 0.2346 -1.5854
29 H -5.5451 -0.6978 0.7010
30 H -5.4985 -2.9013 1.8335
31 H -3.6513 -4.4972 1.3627
32 H -1.8723 -3.8490 -0.2395
33 H 1.8295 -6.2495 -4.0059
34 H 2.9434 -5.3003 -3.0019
35 H 1.6229 -4.4389 -5.6273
36 H 3.3614 -4.5212 -5.2742
37 N 1.4748 1.5935 4.1853
38 C 1.3358 2.3161 5.3440
39 C 1.8145 2.1344 6.6366
40 C 1.4598 3.0907 7.5669
41 C 0.6585 4.1903 7.2254
42 C 0.1838 4.3682 5.9423
43 C 0.5276 3.4128 4.9859
44 N 0.1987 3.3370 3.6531
45 C 0.7727 2.2535 3.2065
46 C 0.6790 1.7935 1.8254
47 C 1.3993 0.7065 1.3374
48 C 1.2538 0.3419 0.0135
49 N 0.4524 0.9921 -0.8305
50 C -0.2502 2.0270 -0.3656
51 C -0.1661 2.4613 0.9417
52 H 1.9710 0.7264 4.0852
53 H 2.4331 1.2878 6.9049
54 H 1.8065 2.9917 8.5871
55 H 0.4085 4.9114 7.9923
56 H -0.4342 5.2138 5.6729
57 H 2.0753 0.1386 1.9625
58 H 1.7970 -0.5059 -0.3878
59 H -0.9013 2.5205 -1.0756
60 H -0.7461 3.3028 1.2907

Output
**Frontier orbital gap**: 7.29 eV
**LUMO level**: -0.019 Eh
**Max |F|**: 0.506 eV/Å
**HOMO energy**: -7.818 eV
**Energy relative to the best compared isomer or geometry (same formula, charge and spin)**: 23.5 kJ/mol

No. 2
A 2-piece molecular cluster, C5H16N3 overall in a non-equilibrium geometry, computed with ωB97M-V/def2-TZVPD.

Element x y z (Å)
1 C 2.1512 0.1093 -2.8663
2 C 2.7460 -0.0522 -1.4413
3 H 1.0760 0.2291 -2.6820
4 H 2.5249 0.9630 -3.4241
5 H 2.1959 -0.7358 -3.5380
6 H 3.7061 0.4619 -1.4297
7 H 2.9073 -1.0994 -1.2097
8 H 2.0569 0.4350 -0.7610
9 C -0.3545 -1.3847 1.4850
10 C 0.8824 -0.5396 1.7797
11 C -1.6223 0.4700 0.3783
12 N -1.5916 -0.5850 1.2636
13 N -1.6125 0.2359 -0.9195
14 N -1.4718 1.6860 0.8733
15 H -0.2171 -2.0407 0.6305
16 H -0.6182 -2.0133 2.3257
17 H 0.8320 0.2527 1.0345
18 H 1.7364 -1.1904 1.6041
19 H -2.3827 -0.6914 1.8383
20 H -1.5985 -0.7465 -1.1377
21 H -1.5926 0.9695 -1.5869
22 H -1.2065 1.7985 1.8425
23 H -1.2754 2.5676 0.4274
24 H 1.0512 -0.1303 2.7695

Output
**Frontier orbital gap**: 10.73 eV
**LUMO level**: -0.130 Eh
**Max |F|**: 1.645 eV/Å
**HOMO energy**: -14.257 eV
**Total charge**: +1
**Energy relative to the best compared isomer or geometry (same formula, charge and spin)**: 134.8 kJ/mol

No. 3
A 6-piece molecular cluster, H12O6 overall, computed with ωB97M-V/def2-TZVPD.

Element x y z (Å)
1 O 1.0569 -0.2112 -0.0968
2 H 0.2583 -0.2085 -0.6390
3 H 1.0857 0.6733 0.2891
4 O -0.7758 -0.0541 -3.5864
5 H -1.4305 -0.3399 -2.9356
6 H -0.1188 -0.7560 -3.5860
7 O -1.8750 -1.7572 -1.4122
8 H -1.9673 -2.6980 -1.5981
9 H -1.5447 -1.7214 -0.5072
10 O 1.5373 2.3666 2.5134
11 H 0.6169 2.1403 2.6770
12 H 1.5829 3.3184 2.6530
13 O 2.8394 -1.1095 1.8362
14 H 2.2695 -1.3874 2.5579
15 H 2.2395 -0.9736 1.0799
16 O -1.7443 0.9961 -0.0847
17 H -1.5938 1.3826 0.7839
18 H -2.4362 0.3397 0.0556

Output
**Frontier orbital gap**: 10.50 eV
**LUMO level**: -0.004 Eh
**SMILES string**: O.O.O.O.O.O
**Max |F|**: 0.363 eV/Å
**HOMO energy**: -10.616 eV
**Energy relative to the best compared isomer or geometry (same formula, charge and spin)**: 137.0 kJ/mol

No. 4
C9H12AsCl2OPtS5 as an isolated structure, computed with ωB97M-V/def2-TZVPD.

Element x y z (Å)
1 Pt 0.3844 -1.8815 -0.4409
2 S 3.6788 -2.5688 -3.9246
3 As 1.7928 -1.8347 -3.4711
4 S 0.5885 -3.2656 -2.1592
5 S 1.8789 -0.6412 -1.5313
6 S 0.6179 -1.0369 -5.0079
7 Cl -2.9383 2.5681 -4.3346
8 C -1.5492 1.4499 -4.1872
9 Cl -0.7537 1.5692 -2.6265
10 H -0.8245 1.6861 -4.9548
11 H -1.9138 0.4381 -4.3048
12 C -1.1899 2.8779 0.5488
13 C -0.5955 1.5390 0.8809
14 C 0.7683 1.4599 1.2859
15 C 1.3422 0.2846 1.6593
16 C 0.5814 -0.9140 1.6267
17 C -0.7615 -0.8666 1.1618
18 C -1.3313 0.3909 0.8193
19 S 1.1490 -2.3560 2.5285
20 C 0.7997 -1.7017 4.1762
21 O 0.1143 -3.4052 2.3113
22 H -0.5220 3.4501 -0.0946
23 H -1.3643 3.4546 1.4607
24 H -2.1357 2.7688 0.0205
25 H 1.3617 2.3671 1.2915
26 H 2.3823 0.2475 1.9619
27 H -1.3934 -1.7400 1.3287
28 H -2.3659 0.4244 0.5003
29 H -0.2626 -1.4660 4.2313
30 H 1.4070 -0.8146 4.3542
31 H 1.0543 -2.4834 4.8900

Output
**Frontier orbital gap**: 6.22 eV
**LUMO level**: 0.067 Eh
**Max |F|**: 0.551 eV/Å
**HOMO energy**: -4.403 eV
**Total charge**: -1
**Energy relative to the best compared isomer or geometry (same formula, charge and spin)**: 53.7 kJ/mol

No. 5
An isolated ion of composition C2H3INO2 and charge +1 in a non-equilibrium geometry, computed with ωB97M-V/def2-TZVPD.

Element x y z (Å)
1 C 0.3818 1.1786 -0.4880
2 C 0.0933 -1.1721 0.1656
3 N -0.3904 0.1632 0.3332
4 O 1.4199 0.9066 -1.0575
5 O -1.2212 0.4892 1.1101
6 I -0.8826 2.9391 -0.4619
7 H -0.8272 -1.5821 0.0958
8 H 0.6978 -1.6517 0.9950
9 H 0.7284 -1.2707 -0.6925

Output
**Frontier orbital gap**: 6.35 eV
**LUMO level**: -0.313 Eh
**SMILES string**: C[N+](=O)C(=O)I
**Max |F|**: 4.458 eV/Å
**HOMO energy**: -14.869 eV
**Total charge**: +1
**Energy relative to the best compared isomer or geometry (same formula, charge and spin)**: 160.3 kJ/mol

No. 6
A 2-piece molecular cluster, C5H11N4 overall in a non-equilibrium geometry, computed with ωB97M-V/def2-TZVPD.

Element x y z (Å)
1 C -0.7319 -0.7856 0.9427
2 C 0.5658 0.6667 1.9797
3 C 0.3602 0.8742 -0.4628
4 C -0.5644 -0.2865 -0.4261
5 C -0.6830 -1.1516 -1.6121
6 N -0.1748 -0.3559 2.1465
7 N 0.7347 1.3810 0.8341
8 N 2.0326 -0.2368 -1.0286
9 N -1.7498 0.1289 0.3987
10 H -1.1415 -1.8755 1.1601
11 H 1.0212 1.0825 2.7861
12 H 0.4076 1.6448 -1.1170
13 H 0.2309 -0.9662 -2.3437
14 H -1.6000 -0.8039 -2.2858
15 H -0.8943 -2.1645 -1.2490
16 H 1.3984 2.1204 0.9294
17 H 2.5655 -0.4002 -0.1971
18 H 2.6287 0.3435 -1.6028
19 H -2.6938 -0.2013 0.1988
20 H -1.7121 0.9862 0.9489

Output
**Frontier orbital gap (spin up / spin down)**: 7.54 / 8.32 eV
**LUMO level (spin up / spin down)**: -0.103 / -0.213 Eh
**Multiplicity**: 3
**Max |F|**: 5.188 eV/Å
**HOMO energy (spin up / spin down)**: -10.341 / -14.108 eV
**Total charge**: +1
**Energy relative to the best compared isomer or geometry (same formula, charge and spin)**: 282.0 kJ/mol

> The highest max |F| belongs to which entry?

C5H11N4

> Which formula does entry 5 have?

C2H3INO2